Record 1
Below is 11 unconnected molecules or ions with the total composition C22H46F3O42PS10 in a non-equilibrium geometry, with properties calculated with the ωB97M-V functional and the def2-TZVPD basis.

```
124
Properties=species:S:1:pos:R:3:forces:R:3
O -1.3541 2.5959 4.1690 -0.697 0.335 -1.511
P -0.0901 2.1622 3.0164 -0.403 0.691 0.083
C 1.3112 1.8129 1.7383 0.585 -2.416 0.933
O 1.9810 3.0416 1.3002 -2.126 0.773 -4.088
C 1.4760 3.5165 0.0457 1.626 0.761 0.201
F 0.1005 3.9659 0.0802 3.764 -1.328 -0.310
F 1.6205 2.5743 -1.0519 -0.734 2.568 3.041
F 2.3232 4.6623 -0.3157 -2.772 -3.198 0.931
H -2.1151 3.0203 3.6744 1.322 -0.796 0.965
H -0.9691 2.5099 1.9237 0.395 -0.023 0.628
H -0.0838 0.7893 3.4413 0.141 0.930 -0.076
H 0.7607 3.1609 3.6455 -0.443 -0.741 -0.388
H 2.1181 1.2008 2.3325 -1.244 1.228 -1.266
H 0.9306 1.1327 0.8881 0.818 1.352 1.054
O 0.1651 6.8736 -6.0597 -0.786 -1.162 0.159
S -0.4233 5.6698 -5.5427 0.228 0.374 0.410
O -1.2743 4.8180 -6.3260 0.810 0.694 0.350
O -1.1894 6.0340 -4.1566 0.646 0.012 -0.947
C -0.6459 5.2531 -3.0911 0.104 -0.655 0.402
C 0.7976 4.9776 -3.4881 0.227 0.556 0.761
O 0.7609 4.7604 -4.8988 -0.993 0.071 -0.618
H -1.2204 4.3244 -3.0220 0.058 0.038 0.066
H -0.7177 5.7946 -2.1461 -0.045 0.099 -0.276
H 1.2115 4.1082 -2.9752 -0.077 0.004 -0.307
H 1.4322 5.8485 -3.2967 -0.048 -0.062 0.084
O -1.0463 -0.2118 1.4168 -0.655 0.453 -0.982
S -2.0656 0.1957 0.4877 -0.585 -0.351 -0.168
O -1.7778 0.9282 -0.7127 0.169 -0.653 1.107
O -3.2183 0.9881 1.3156 0.889 -0.558 -0.192
C -4.4719 0.3272 1.1390 -0.638 -0.222 -0.409
C -4.1267 -1.1358 0.8969 -0.381 -0.106 0.731
O -2.9470 -1.1114 0.0939 0.569 1.115 -0.133
H -4.9679 0.7651 0.2677 0.004 -0.054 0.065
H -5.1017 0.4620 2.0203 0.301 0.075 -0.016
H -4.9280 -1.6739 0.3884 0.284 0.030 -0.113
H -3.8860 -1.6445 1.8354 -0.121 0.020 -0.061
O 3.2909 7.8462 -2.8123 1.197 -0.408 0.220
S 4.6101 7.2777 -2.8456 0.022 0.080 0.009
O 5.4622 7.2134 -1.6929 -1.020 0.045 -0.862
O 5.4330 7.9771 -4.0603 -0.772 -0.386 0.522
C 5.8649 6.9771 -4.9828 0.427 -0.497 -0.165
C 4.8368 5.8585 -4.8774 -0.235 0.265 -0.665
O 4.5051 5.7884 -3.4913 0.413 0.669 0.519
H 6.8560 6.6328 -4.6726 -0.063 -0.011 -0.060
H 5.9238 7.3894 -5.9919 -0.121 0.143 0.241
H 5.2252 4.9017 -5.2296 -0.045 0.054 0.308
H 3.9256 6.1067 -5.4308 0.094 -0.021 -0.046
O -8.2911 -4.0660 1.6702 1.167 0.145 -0.685
S -7.2991 -4.1043 0.6317 -0.452 -0.454 -0.212
O -5.8927 -4.2176 0.8986 -1.183 0.153 0.039
O -7.5388 -2.8255 -0.3458 -0.112 -0.421 0.587
C -7.7717 -3.2808 -1.6780 0.199 -0.227 -0.686
C -8.3978 -4.6617 -1.5296 -0.554 0.550 0.014
O -7.7164 -5.2639 -0.4287 -0.686 4.706 -0.704
H -6.8076 -3.3379 -2.1921 -0.093 -0.018 -0.028
H -8.4251 -2.5861 -2.2093 0.082 0.036 0.291
H -8.2856 -5.2682 -2.4299 0.195 -0.090 0.253
H -9.4589 -4.5880 -1.2707 0.030 0.045 -0.117
O -7.1375 -7.0373 0.1037 2.301 -4.821 0.227
S -6.4048 -8.0415 -0.6179 0.192 -0.013 0.796
O -4.9715 -8.0636 -0.6864 -1.284 0.163 0.153
O -6.9975 -8.1102 -2.1310 -0.088 0.165 0.841
C -7.4711 -9.4302 -2.3990 0.119 -0.660 -0.160
C -7.8912 -9.9920 -1.0471 -0.559 0.115 -0.175
O -6.9193 -9.5047 -0.1237 0.524 0.387 -0.639
H -6.6462 -10.0075 -2.8269 -0.088 0.002 0.027
H -8.2997 -9.4008 -3.1091 0.127 0.231 0.119
H -7.9169 -11.0828 -1.0396 0.206 0.157 0.133
H -8.8688 -9.6034 -0.7450 0.014 -0.072 -0.083
O 1.7790 -1.3042 4.5188 0.860 -0.624 -0.635
S 2.5111 -2.3082 3.7930 -0.087 -0.179 -0.202
O 3.9440 -2.3307 3.7212 -1.278 0.221 0.351
O 1.9156 -2.3757 2.2827 0.062 0.414 1.167
C 1.4402 -3.6964 2.0155 0.239 -0.815 -0.188
C 1.0226 -4.2570 3.3679 -0.709 0.149 -0.321
O 1.9977 -3.7693 4.2891 0.667 0.696 -0.378
H 2.2636 -4.2749 1.5859 -0.404 0.295 0.247
H 0.6099 -3.6667 1.3071 0.100 0.254 0.130
H 0.9961 -5.3477 3.3760 0.245 0.158 0.128
H 0.0459 -3.8674 3.6722 0.019 -0.072 -0.048
O 4.7663 5.0196 6.0352 4.684 6.585 -1.544
S 5.7582 4.9846 4.9938 -0.205 0.877 0.781
O 7.1653 4.8683 5.2584 -1.167 -0.184 -0.079
O 5.5162 6.2641 4.0163 -0.244 -0.708 0.242
C 5.2813 5.8093 2.6840 0.235 -0.190 -0.548
C 4.6565 4.4284 2.8328 -0.532 0.340 -0.113
O 5.3389 3.8273 3.9309 0.830 0.760 0.103
H 6.2447 5.7528 2.1682 -0.096 -0.017 -0.041
H 4.6266 6.5037 2.1538 0.071 0.007 0.256
H 4.7674 3.8222 1.9324 0.122 -0.059 0.250
H 3.5959 4.5012 3.0935 0.040 0.011 -0.114
O 5.4100 1.6548 7.2380 -0.917 0.880 -0.283
S 4.1489 2.2801 6.9481 -0.293 -0.223 -0.511
O 4.0170 3.3861 6.0372 -2.921 -8.004 1.615
O 3.4468 2.6834 8.3582 0.465 -0.469 -0.527
C 2.1760 2.0403 8.4606 -0.569 -0.032 -0.217
C 2.3020 0.7602 7.6435 0.053 -0.336 0.494
O 3.0918 1.1185 6.5121 0.058 0.591 0.324
H 1.4211 2.7079 8.0342 0.001 -0.083 0.031
H 1.9338 1.8399 9.5061 0.262 0.107 -0.090
H 1.3328 0.3699 7.3288 0.191 0.114 -0.202
H 2.8410 -0.0122 8.2013 -0.109 0.034 0.040
O -3.0861 -1.4197 -7.3531 -0.331 0.655 1.101
S -3.1213 -0.5276 -6.2275 0.114 0.124 -0.134
O -3.9420 -0.7605 -5.0729 0.680 -0.113 -1.036
O -3.4153 0.9727 -6.7787 0.299 -1.086 0.057
C -2.3486 1.8404 -6.3929 0.370 0.475 0.397
C -1.1189 0.9485 -6.2895 0.145 0.359 -0.604
O -1.5938 -0.2755 -5.7298 -1.018 -0.048 0.123
H -2.6002 2.2793 -5.4230 0.073 0.022 -0.088
H -2.2199 2.6364 -7.1282 -0.186 -0.225 0.050
H -0.3409 1.3838 -5.6605 -0.178 -0.224 0.094
H -0.7060 0.7295 -7.2791 -0.004 0.095 0.056
O 4.4203 -7.6722 1.1488 -0.663 1.113 -0.676
S 4.1494 -6.5020 0.3622 0.552 -0.329 -0.004
O 2.9579 -5.7146 0.5190 1.072 -1.051 -0.106
O 4.3070 -6.8972 -1.2063 0.076 0.028 0.994
C 5.3035 -6.0714 -1.8086 0.206 0.621 -0.267
C 6.2633 -5.7097 -0.6829 0.434 -0.470 -0.333
O 5.4351 -5.5124 0.4620 -1.089 -0.213 -0.208
H 4.8110 -5.1802 -2.2088 0.082 -0.041 0.007
H 5.8016 -6.6055 -2.6199 -0.202 -0.126 0.196
H 6.8402 -4.8098 -0.9009 -0.236 0.002 0.225
H 6.9472 -6.5363 -0.4666 -0.013 0.070 -0.084
```
Forces are in eV/Å.

## Properties
Molecular weight = 1391.21 g/mol
Frontier orbital gap = 9.14 eV
E_HOMO = -0.32983 hartree
SMILES string = O[PH3]COC(F)(F)F.O=S1(=O)OCCO1.O=S1(=O)OCCO1.O=S1(=O)OCCO1.O=S1(=O)OCCO1.O=S1(=O)OCCO1.O=S1(=O)OCCO1.O=S1(=O)OCCO1.O=S1(=O)OCCO1.O=S1(=O)OCCO1.O=S1(=O)OCCO1
Net charge = 0

=====

Record 2
Below is a molecular structure, C22H47ClInNO15P in a non-equilibrium geometry, with properties calculated with the ωB97M-V functional and the def2-TZVPD basis.

```
88
Properties=species:S:1:pos:R:3:forces:R:3
C 2.6738 1.4985 -0.3444 0.266 0.522 -0.071
C 1.9551 1.4022 -1.8378 0.001 -0.970 0.837
C 1.2016 -0.0902 -1.8868 -0.704 0.443 -0.240
N 0.0225 -0.0979 -2.8593 0.870 -0.921 0.553
In -1.6911 -0.7053 -1.7174 0.003 -0.462 -0.572
Cl -3.6013 -1.4657 -3.1511 0.598 0.261 0.473
C -1.2262 -2.2068 -0.0720 -1.312 0.974 1.791
O -0.9106 -3.5628 -0.5457 4.641 0.577 -0.525
C 0.4958 -3.7053 -0.9516 0.129 -3.176 -5.491
C 1.8143 -3.1907 -0.1243 -0.520 0.858 0.027
O 0.7348 -4.3758 -2.1131 -1.621 4.025 7.327
P -2.5118 1.4180 -0.4965 2.143 2.813 -0.421
O -1.6290 2.6985 -0.8645 -1.938 -2.898 1.046
H 2.3582 2.4791 0.2530 0.791 -2.048 -1.392
H 3.8513 1.4768 -0.4970 -2.429 0.109 0.570
H 2.3706 0.5963 0.3430 0.599 1.639 -1.399
H 2.8080 1.4271 -2.6495 -1.865 0.084 1.464
H 1.1568 2.2682 -2.0092 1.716 -2.100 0.380
H 1.9546 -0.9647 -2.1379 -1.223 1.811 0.667
H 0.7223 -0.3004 -0.8138 1.513 0.588 -1.876
H 0.2087 -0.7214 -3.6763 -0.116 0.710 1.059
H -2.2287 -2.3050 0.5686 2.229 -0.020 -1.293
H -0.4349 -1.7323 0.6476 -1.205 -1.271 -1.130
H 2.7800 -3.3983 -0.7722 -2.315 0.107 1.341
H 1.7871 -2.0154 0.0456 -0.146 -2.578 -0.318
H 1.8513 -3.7043 0.9265 -0.067 0.892 -2.052
H -2.3615 1.2374 0.9532 -0.703 -0.083 -0.782
H -3.9451 1.6449 -0.6945 0.778 -0.133 0.465
C 1.4705 -7.5176 -1.9988 -0.245 -0.127 -0.235
C 1.4616 -8.5125 -0.8519 0.653 0.517 -0.240
O 0.2207 -9.2283 -0.8109 -0.320 -1.264 -0.522
C 0.0995 -10.2447 -1.7009 0.551 0.442 -0.299
O 0.9462 -10.5966 -2.5092 -1.239 0.308 1.175
O -1.1354 -10.7852 -1.5572 0.845 0.296 0.036
C -1.4274 -11.8157 -2.4984 -0.167 -0.359 -0.254
H 0.5940 -6.8636 -1.9485 0.278 0.020 0.111
H 2.3747 -6.9038 -1.9722 -0.155 -0.012 0.045
H 1.4297 -8.0287 -2.9657 0.126 -0.026 0.167
H 1.5483 -7.9735 0.0973 -0.327 -0.239 -0.068
H 2.3107 -9.2041 -0.9082 -0.295 -0.047 -0.088
H -0.6496 -12.5860 -2.5005 -0.049 0.261 -0.085
H -1.5474 -11.3842 -3.4965 0.169 -0.126 0.098
H -2.3727 -12.2832 -2.2072 0.175 0.309 0.153
C -0.8538 -1.8291 7.2155 0.252 0.241 0.009
C -1.8200 -1.9913 6.0555 0.238 -0.460 0.251
O -2.2055 -0.7134 5.5340 0.398 0.408 -0.720
C -1.3064 -0.1202 4.7096 0.573 -0.014 -0.102
O -0.2242 -0.5807 4.3764 -1.597 0.605 0.479
O -1.8047 1.0855 4.3408 0.189 -1.218 0.433
C -0.9147 1.8561 3.5364 0.353 0.457 -0.452
H -1.2713 -1.1591 7.9740 -0.075 -0.180 -0.061
H -0.6356 -2.7963 7.6761 -0.062 0.071 -0.048
H 0.0899 -1.3846 6.8846 -0.129 -0.154 -0.052
H -2.7345 -2.4783 6.4098 -0.011 0.349 -0.186
H -1.4022 -2.6266 5.2654 0.009 0.310 0.070
H -0.5634 1.2850 2.6710 0.013 0.072 0.267
H -0.0707 2.2004 4.1413 -0.007 -0.164 -0.155
H -1.4594 2.7319 3.1715 -0.096 -0.307 0.194
C 1.5840 7.4478 3.3933 0.173 0.030 -0.303
C 1.8357 6.3397 4.4003 -0.165 0.592 0.159
O 2.1903 5.1208 3.7353 1.016 -0.346 -0.154
C 3.4760 5.0356 3.3117 0.182 0.398 -0.153
O 4.3381 5.8901 3.4561 -1.163 -1.217 -0.119
O 3.6320 3.8487 2.6754 -0.237 0.940 0.701
C 4.9245 3.6673 2.1012 0.501 -0.228 -0.248
H 0.8482 7.1309 2.6474 -0.015 0.023 0.213
H 1.2193 8.3495 3.8925 0.008 -0.109 -0.012
H 2.4985 7.7019 2.8485 -0.070 -0.025 0.192
H 0.9151 6.1402 4.9587 0.185 -0.292 -0.206
H 2.6013 6.6232 5.1324 0.011 -0.136 -0.282
H 5.7157 3.8343 2.8392 -0.199 0.143 -0.139
H 5.0475 4.3356 1.2440 0.068 -0.013 0.207
H 4.9969 2.6343 1.7483 -0.337 0.209 0.134
C -2.4677 4.4934 -2.8606 -0.289 0.205 -0.270
C -1.7356 5.6324 -3.5478 -0.174 -0.232 0.939
O -1.8307 5.5102 -4.9724 -0.985 0.716 -1.128
C -3.0004 5.9240 -5.5205 -0.010 -0.193 0.949
O -3.9533 6.3898 -4.9130 1.262 -0.485 -1.057
O -2.9399 5.7053 -6.8571 0.007 0.252 0.715
C -4.1470 6.0186 -7.5483 -0.300 0.081 -0.266
H -2.1173 3.5272 -3.2374 0.143 0.225 0.266
H -2.3139 4.5308 -1.7788 0.082 -0.136 -0.302
H -3.5433 4.5393 -3.0573 0.081 0.178 -0.007
H -0.6711 5.5846 -3.2956 -0.122 -0.042 -0.384
H -2.1021 6.6104 -3.2135 -0.078 -0.140 -0.263
H -4.4833 7.0357 -7.3226 0.008 -0.251 0.114
H -4.9214 5.2894 -7.2931 0.026 0.223 0.060
H -3.9496 5.9528 -8.6224 0.233 -0.089 0.285
```
Forces are in eV/Å.

## Properties
Molecular weight = 746.86 g/mol
Frontier orbital gap = 7.43 eV
E_HOMO = -0.19122 hartree
Net charge = -1